Density functional theory data (ωB97M-V with the def2-TZVPD basis set) for a structure of composition C40H32AgF3O4P2S.

Geometry (Å):
Ag: -0.8844 1.4498 0.4137
C: 2.4701 -4.1111 -1.8465
C: 1.7557 -3.0333 -2.6821
C: 1.9214 -3.3551 -4.1737
C: 0.2817 -3.0217 -2.3078
C: -0.6042 -3.9864 -2.7772
C: -1.9334 -4.0036 -2.3890
C: -2.4079 -3.0348 -1.5233
C: -1.5611 -2.0481 -1.0308
P: -2.1205 -0.7745 0.1460
C: -2.0684 -1.6897 1.7195
C: -1.0439 -1.3901 2.6102
C: -0.9123 -2.0963 3.7986
C: -1.8126 -3.1034 4.1050
C: -2.8405 -3.4092 3.2205
C: -2.9648 -2.7106 2.0324
C: -3.8851 -0.5566 -0.2214
C: -4.7533 -0.2156 0.8135
C: -6.0667 0.1301 0.5383
C: -6.5250 0.1476 -0.7704
C: -5.6597 -0.1703 -1.8071
C: -4.3447 -0.5122 -1.5361
C: -0.2211 -2.0785 -1.4195
O: 0.5967 -1.1409 -0.8352
C: 1.7729 -0.8154 -1.4519
C: 2.3423 0.4101 -1.0940
C: 3.5569 0.7636 -1.6784
C: 4.1861 -0.0818 -2.5733
C: 3.5947 -1.2892 -2.9041
C: 2.3758 -1.6804 -2.3616
P: 1.5308 1.5220 0.0991
C: 2.4026 1.2357 1.6721
C: 1.6666 1.3155 2.8495
C: 2.2864 1.1464 4.0809
C: 3.6459 0.8884 4.1398
C: 4.3891 0.8059 2.9676
C: 3.7721 0.9805 1.7411
C: 2.1020 3.1667 -0.4330
C: 2.6068 4.0801 0.4871
C: 2.9124 5.3743 0.0896
C: 2.7169 5.7649 -1.2253
C: 2.2067 4.8587 -2.1453
C: 1.8946 3.5694 -1.7510
H: 2.0419 -5.0936 -2.0518
H: 2.3690 -3.9108 -0.7790
H: 3.5334 -4.1364 -2.0915
H: 1.4961 -4.3284 -4.4110
H: 2.9737 -3.4047 -4.4479
H: 1.4351 -2.6036 -4.7957
H: -0.2482 -4.7523 -3.4526
H: -2.5978 -4.7704 -2.7629
H: -3.4506 -3.0349 -1.2341
H: -0.3385 -0.6014 2.3744
H: -0.1097 -1.8516 4.4822
H: -1.7184 -3.6507 5.0339
H: -3.5458 -4.1943 3.4597
H: -3.7704 -2.9510 1.3493
H: -4.4009 -0.1890 1.8364
H: -6.7256 0.4042 1.3513
H: -7.5487 0.4248 -0.9837
H: -6.0041 -0.1412 -2.8326
H: -3.6776 -0.7412 -2.3587
H: 3.9992 1.7227 -1.4422
H: 5.1317 0.1998 -3.0157
H: 4.1007 -1.9443 -3.5999
H: 0.6036 1.5361 2.8127
H: 1.7017 1.2211 4.9884
H: 4.1306 0.7528 5.0977
H: 5.4515 0.6055 3.0125
H: 4.3592 0.9095 0.8347
H: 2.7577 3.7921 1.5194
H: 3.2997 6.0773 0.8152
H: 2.9516 6.7750 -1.5334
H: 2.0403 5.1602 -3.1712
H: 1.4836 2.8760 -2.4760
F: -2.2286 4.8603 3.4044
C: -1.7525 4.6046 2.1842
F: -1.5782 5.7672 1.5523
F: -0.5359 4.0383 2.3343
S: -2.8801 3.4884 1.2378
O: -4.1555 4.1286 1.3256
O: -2.7255 2.2116 1.9266
O: -2.2458 3.4425 -0.0798

Atomic forces in eV per Å
Ag -0.04 -0.31 -0.34
C 0.01 -0.01 0.01
C 0.02 -0.02 -0.02
C 0.02 -0.03 0.02
C -0.08 0.02 0.01
C 0.02 0.02 -0.02
C 0.03 -0.01 -0.01
C -0.01 0.01 0.03
C 0.01 -0.10 -0.06
P -0.03 0.38 0.13
C 0.03 -0.06 0.02
C 0.02 0.01 0.03
C 0.00 0.00 -0.01
C 0.00 0.00 0.01
C 0.00 -0.02 0.02
C -0.01 0.02 -0.04
C 0.01 0.00 0.01
C -0.01 0.02 0.02
C -0.01 0.00 0.00
C 0.00 0.00 0.00
C -0.02 0.01 -0.01
C -0.01 -0.01 -0.04
C 0.06 -0.01 0.03
O -0.01 -0.02 -0.03
C 0.04 -0.05 0.03
C 0.13 0.00 -0.10
C -0.04 0.03 0.02
C -0.01 -0.02 0.00
C -0.01 -0.01 -0.02
C -0.02 0.07 0.02
P -0.25 0.20 0.13
C 0.05 -0.06 -0.05
C -0.05 0.08 0.06
C -0.03 0.00 0.00
C 0.03 -0.01 -0.01
C -0.01 0.00 0.05
C -0.03 -0.05 -0.02
C 0.05 0.02 0.12
C 0.02 0.00 -0.03
C 0.01 0.02 -0.02
C 0.01 0.01 0.02
C 0.00 0.00 -0.02
C -0.04 0.00 -0.04
H -0.01 -0.01 0.00
H -0.01 0.02 0.00
H 0.01 0.00 0.00
H 0.00 -0.01 0.00
H 0.01 0.00 -0.01
H -0.01 0.01 0.01
H 0.00 -0.01 -0.01
H -0.01 -0.01 -0.01
H 0.00 0.00 0.01
H -0.02 0.00 -0.02
H 0.00 0.00 0.01
H 0.00 0.00 0.01
H 0.00 0.00 0.00
H -0.01 0.00 -0.01
H 0.03 0.00 0.00
H -0.01 0.00 0.00
H -0.01 0.00 0.00
H -0.01 0.00 0.00
H 0.01 0.01 0.02
H 0.01 0.00 0.01
H 0.01 0.00 -0.01
H 0.01 0.00 -0.01
H 0.03 0.00 -0.02
H 0.01 0.00 0.01
H 0.01 0.00 0.01
H 0.01 0.00 0.00
H 0.00 0.00 -0.01
H 0.00 -0.02 0.01
H 0.00 0.01 0.00
H 0.00 0.01 0.00
H 0.00 0.00 0.00
H -0.01 -0.02 0.02
F -0.01 -0.04 0.00
C 0.00 0.05 -0.01
F -0.03 -0.03 0.01
F 0.02 -0.03 -0.03
S 0.19 0.19 -0.19
O -0.08 -0.04 -0.03
O 0.03 -0.20 0.33
O 0.03 0.01 0.01

Computed properties:
LUMO = 0.0084 hartree
energy = -91756.271 eV